[1]
Formula: C27H63N9O9
Source: the Open Molecules 2025 dataset
Level of theory: wB97M-V/def2-TZVPD

Values from the calculation:
ΔE to the lowest compared entry with this formula, charge and spin   266.5 kcal per mole
HOMO   -8.69 eV
Gap between HOMO and LUMO   8.919 eV
Total energy   -60853.1396 eV
Structure (SMILES)   CNC(C)=O.CNC(C)=O.CNC(C)=O.CNC(C)=O.CNC(C)=O.CNC(C)=O.CNC(C)=O.CNC(C)=O.CNC(C)=O

ORCA input file:
```
! RIJCOSX wB97M-V def2-TZVPD def2/J DEFGRID3
* xyz 0 1
C -1.5967 -1.3348 4.2963
N -2.6553 -0.3202 4.4487
C -3.9866 -0.5411 4.4744
C -4.8472 0.6492 4.8238
O -4.3918 -1.6945 4.2751
H -1.0673 -1.2877 3.3605
H -1.9883 -2.3243 4.5609
H -0.8189 -1.0945 5.0704
H -2.2667 0.5410 4.6692
H -5.8865 0.5950 4.5634
H -4.4561 1.6223 4.0991
H -4.5506 0.8127 5.8159
C -0.4504 0.2323 -1.8597
N 0.3753 -0.3271 -0.7407
C 0.7663 0.3909 0.3071
C 1.7745 -0.2332 1.2161
O 0.3186 1.5252 0.5185
H -0.2403 1.4149 -1.8439
H -1.5679 0.1267 -1.4831
H -0.3172 -0.3018 -2.8228
H 0.7714 -1.1911 -0.8848
H 1.1197 -0.6041 2.0212
H 2.5208 0.5796 1.7031
H 2.3192 -1.0814 0.6446
C -3.1225 2.9986 -0.4190
N -1.6583 3.2362 -0.6486
C -1.1470 4.3144 -1.3334
C 0.2652 4.5252 -1.4802
O -1.8843 5.1755 -1.8228
H -3.2390 2.2875 0.2788
H -3.5434 2.7394 -1.3055
H -3.6153 3.8961 -0.1282
H -1.1514 2.5446 -0.1786
H 0.6141 4.8739 -2.4417
H 0.7711 3.7699 -1.0276
H 0.7521 5.2324 -0.8957
C 2.8535 -2.5062 -1.8413
N 1.5114 -2.9180 -1.6293
C 0.6614 -2.9590 -2.6213
C -0.7620 -3.5812 -2.3586
O 0.9029 -2.5464 -3.7086
H 2.7662 -1.5202 -2.2266
H 3.6553 -2.9651 -2.5418
H 3.0934 -2.6869 -0.7716
H 1.1369 -3.2053 -0.6121
H -0.6683 -4.6166 -1.9767
H -1.1857 -3.8573 -3.2470
H -1.4056 -2.9621 -1.7812
C -4.1126 -4.4712 2.2440
N -4.0266 -3.0524 2.0683
C -3.5599 -2.6023 0.8866
C -3.2313 -1.0726 0.9318
O -3.2790 -3.2015 -0.0414
H -3.7930 -5.1222 1.3235
H -5.1811 -4.8890 2.6645
H -3.2275 -4.8270 3.0317
H -4.0272 -2.4379 2.9540
H -3.6456 -0.3625 1.6493
H -3.6787 -0.7694 0.0011
H -2.1379 -0.8872 0.8118
C -3.7123 -0.5267 -6.7752
N -2.2479 -0.0563 -6.7575
C -1.4269 -0.0409 -5.6360
C -0.0079 0.2321 -5.7295
O -1.8991 -0.3196 -4.5492
H -4.1138 -0.0251 -6.0199
H -3.7440 -1.5077 -6.5741
H -3.9387 -0.4166 -7.8266
H -1.8799 0.0345 -7.7193
H 0.2398 1.1586 -5.0952
H 0.5542 0.2697 -6.6933
H 0.9081 -0.4515 -5.4260
C 3.0654 6.6464 4.5501
N 2.6227 5.7823 3.4680
C 1.7095 4.8246 3.4847
C 1.2994 4.2908 2.2003
O 1.1039 4.5640 4.5346
H 3.0748 7.6732 4.3388
H 4.0659 6.1450 4.7285
H 2.5742 6.6918 5.4921
H 3.1039 5.7910 2.5533
H 1.3185 3.2962 2.0798
H 1.7969 4.6869 1.2645
H 0.2663 4.6363 2.0058
C -0.0004 -3.7555 1.0786
N 1.1014 -4.4784 0.7134
C 2.3419 -4.2767 1.2835
C 3.5731 -5.1778 0.9573
O 2.4929 -3.4310 2.1765
H -0.2879 -4.0715 2.1208
H -0.9501 -3.7228 0.3109
H 0.2350 -2.6973 1.0326
H 1.0911 -5.3467 0.0417
H 3.6935 -5.8608 1.6929
H 4.5254 -4.5217 0.7997
H 3.3515 -5.6605 0.0145
C 5.7659 0.9744 0.3599
N 4.8782 1.1224 -0.7774
C 3.9302 1.9480 -0.8783
C 3.1113 1.9495 -2.1809
O 3.6423 2.7878 -0.0089
H 5.1011 0.6560 1.2117
H 6.3945 1.9014 0.4794
H 6.5002 0.3044 0.0666
H 5.1663 0.4618 -1.5259
H 2.7421 2.8027 -2.2971
H 2.4281 1.1496 -2.3766
H 3.8613 1.8356 -3.2341
*
```


[2]
Formula: C27H63O30P3
Source: the Open Molecules 2025 dataset
Level of theory: wB97M-V/def2-TZVPD

Values from the calculation:
ΔE to the lowest compared entry with this formula, charge and spin   0.0 kcal per mole
HOMO   -10.35 eV
Gap between HOMO and LUMO   10.797 eV
Total energy   -118319.7461 eV
Structure (SMILES)   COP(=O)(OC)OC.COP(=O)(OC)OC.COP(=O)(OC)OC.COC(=O)OC.COC(=O)OC.COC(=O)OC.COC(=O)OC.COC(=O)OC.COC(=O)OC

ORCA input file:
```
! RIJCOSX wB97M-V def2-TZVPD def2/J DEFGRID3
* xyz 0 1
C 8.8419 -14.9569 16.5141
O 7.7254 -14.3927 17.1784
P 7.8812 -13.0736 18.0300
O 9.0458 -12.9934 18.9092
O 7.8144 -11.8953 16.9850
C 6.5679 -11.3927 16.4556
O 6.4782 -12.9927 18.7447
C 6.1320 -14.0233 19.6732
H 9.0485 -15.9829 16.8244
H 9.7933 -14.4589 16.7426
H 8.7492 -14.9477 15.4293
H 5.7267 -12.0571 16.6293
H 6.6943 -11.3170 15.3748
H 6.4134 -10.4043 16.8774
H 6.0532 -14.9867 19.1716
H 5.1511 -13.7818 20.0753
H 6.8693 -14.0348 20.4759
C 7.4629 -13.4180 11.7474
O 6.6456 -14.0564 12.7409
P 6.8073 -15.6216 12.9123
O 8.1211 -16.0245 13.4139
O 6.4107 -16.2152 11.5069
C 6.2820 -17.6493 11.4288
O 5.5714 -16.0145 13.7973
C 5.7140 -16.2460 15.2081
H 6.8190 -12.8136 11.1161
H 8.0561 -14.1304 11.1747
H 8.1904 -12.7631 12.2338
H 6.8598 -18.1560 12.2021
H 6.7341 -17.9517 10.4827
H 5.2307 -17.9170 11.4489
H 5.1152 -17.0908 15.5198
H 5.3795 -15.3528 15.7489
H 6.7643 -16.3212 15.4790
C 12.5100 -17.3859 22.0466
O 11.3487 -16.5457 21.9985
P 10.4011 -16.5196 23.2604
O 9.6278 -17.7261 23.5274
O 9.4875 -15.2883 22.8725
C 10.0645 -14.0104 22.5540
O 11.3381 -16.0310 24.4419
C 10.6872 -15.7069 25.6653
H 12.6726 -17.8866 22.9980
H 13.3970 -16.7969 21.8093
H 12.4186 -18.1222 21.2479
H 11.1479 -14.0854 22.5814
H 9.6210 -13.2501 23.1928
H 9.7535 -13.7588 21.5371
H 10.5292 -14.6330 25.7837
H 11.3135 -16.0459 26.4877
H 9.7127 -16.1929 25.7488
C 9.7329 -20.8602 22.2569
O 10.7331 -21.7942 21.8749
C 11.9867 -21.4979 22.1871
O 12.3437 -20.5827 22.8803
O 12.7767 -22.4093 21.6316
C 14.1716 -22.2583 21.9074
H 10.0004 -19.8316 22.0008
H 9.6059 -20.8466 23.3390
H 8.8301 -21.1236 21.7194
H 14.3358 -22.0901 22.9715
H 14.5722 -21.3967 21.3727
H 14.6462 -23.1755 21.5814
C 16.2844 -14.2833 21.2488
O 14.9997 -14.7948 20.9067
C 14.1654 -13.9090 20.3876
O 14.3358 -12.7139 20.3628
O 13.1232 -14.5614 19.9100
C 11.9725 -13.7467 19.5847
H 16.2282 -13.6140 22.1109
H 16.7005 -13.7011 20.4265
H 16.9178 -15.1254 21.5018
H 11.2128 -14.3979 19.1733
H 12.2376 -12.9847 18.8567
H 11.6553 -13.3043 20.5201
C 0.7495 -17.5432 19.6196
O 1.8480 -18.4382 19.3703
C 1.5434 -19.7177 19.6245
O 0.4462 -20.1270 19.8852
O 2.6526 -20.4394 19.5405
C 2.4619 -21.8642 19.5261
H 0.0538 -17.5947 18.7811
H 1.1637 -16.5380 19.6388
H 0.2580 -17.7744 20.5562
H 1.8648 -22.1441 18.6595
H 1.9870 -22.1972 20.4470
H 3.4485 -22.3069 19.4299
C 4.5479 -20.0189 16.3721
O 3.8847 -19.5217 15.2056
C 2.6884 -20.0569 14.9661
O 2.1139 -20.8309 15.6848
O 2.2345 -19.5781 13.8132
C 0.9864 -20.1170 13.3783
H 4.3783 -21.0829 16.5370
H 4.1706 -19.5217 17.2625
H 5.6027 -19.8113 16.2360
H 0.2034 -19.9925 14.1268
H 1.0765 -21.1800 13.1612
H 0.7202 -19.5472 12.4942
C 8.6752 -16.7225 20.1912
O 8.0042 -17.0752 18.9792
C 6.7427 -17.4678 18.9996
O 6.1425 -17.7067 17.9829
O 6.2355 -17.4655 20.2366
C 4.8947 -17.9264 20.4163
H 8.0783 -16.0644 20.8192
H 9.5877 -16.2114 19.9029
H 8.9240 -17.5984 20.7918
H 4.8132 -18.2531 21.4485
H 4.6585 -18.7653 19.7654
H 4.1607 -17.1523 20.1949
C 2.1454 -19.6957 22.9509
O 1.5705 -19.0308 24.0982
C 0.6903 -18.0723 23.8718
O 0.2224 -17.7717 22.8076
O 0.3856 -17.4889 25.0304
C -0.5710 -16.4398 24.9398
H 2.8385 -19.0163 22.4606
H 1.3414 -19.9632 22.2684
H 2.6451 -20.5471 23.3943
H -1.5690 -16.8318 24.7503
H -0.3294 -15.7416 24.1382
H -0.5256 -15.9056 25.8837
*
```


[3]
Formula: C27H64BF4InN6O17
Source: the Open Molecules 2025 dataset
Level of theory: wB97M-V/def2-TZVPD

Values from the calculation:
⟨S²⟩   0.7598
HOMO (spin up / spin down)   -5.64 / -5.62 eV
Gap between HOMO and LUMO (spin up / spin down)   7.288 / 4.384 eV
Total energy   -89497.5569 eV

ORCA input file:
```
! RIJCOSX wB97M-V def2-TZVPD def2/J DEFGRID3
* xyz -1 2
In 2.3272 0.0461 1.0565
N 0.9482 3.0720 -0.3863
O 1.0344 1.9674 -1.0443
O 1.3777 3.0107 0.7607
O 0.5204 4.0980 -0.8506
N -1.6712 0.7962 1.9600
O -1.7000 0.7048 3.1881
O -0.6151 0.4742 1.3871
O -2.6910 1.1224 1.3174
B 0.4578 -2.2228 -0.8172
F -0.7374 -2.7927 -0.4413
F 0.5989 -2.6188 -2.1206
F 0.2731 -0.8561 -0.7124
F 1.5359 -2.5439 0.0245
C 0.8417 -3.3281 2.8997
O 1.2599 -1.9654 3.1246
C 0.7724 -1.4925 4.4240
C 1.3877 -0.1600 4.7622
N 1.0318 0.7832 3.7007
C 1.3932 2.2071 3.9980
C 2.9013 2.5145 4.3015
O 3.6944 2.1274 3.1381
C 4.9832 2.7064 3.1411
H 0.8267 -3.8265 3.8690
H 1.5871 -3.8033 2.2620
H -0.1567 -3.3859 2.4663
H 0.9913 -2.1723 5.2475
H -0.2890 -1.3411 4.6204
H 2.4487 -0.2960 4.9718
H 0.9931 0.2348 5.6984
H 0.0349 0.7051 3.5585
H 0.8702 2.5399 4.8945
H 1.0001 2.7975 3.1703
H 3.2916 2.0598 5.2119
H 3.1165 3.5644 4.5002
H 5.7199 2.2005 3.7652
H 4.9887 3.7502 3.4547
H 5.4243 2.7830 2.1472
C -4.4379 2.9149 -1.5412
O -3.4952 2.4793 -2.5173
C -2.3761 3.3482 -2.7983
C -1.5160 2.9370 -3.9873
N -0.7245 1.8070 -3.6853
C -0.1529 1.1097 -4.8385
C 1.0032 0.1214 -4.2478
O 2.1725 0.8226 -3.7808
C 3.0193 1.4191 -4.8761
H -5.0817 2.0527 -1.3675
H -5.1118 3.6146 -2.0355
H -3.9878 3.3466 -0.6473
H -1.8667 3.3944 -1.8357
H -2.7456 4.3509 -3.0134
H -0.9236 3.7607 -4.3855
H -2.1821 2.7628 -4.8323
H -0.0058 2.1349 -3.0559
H 0.3240 1.8314 -5.5016
H -1.0039 0.6229 -5.3149
H 1.2517 -0.6251 -5.0022
H 0.5898 -0.3245 -3.3431
H 4.0481 1.6252 -4.5809
H 2.5972 2.3863 -5.1489
H 3.0291 0.8364 -5.7973
C -3.3212 -4.1272 0.8385
O -4.3193 -3.1981 1.3215
C -4.3291 -1.9239 0.7571
C -5.6297 -1.1707 1.0509
N -5.5303 0.2487 0.7293
C -6.7767 0.9647 1.1742
C -6.5112 2.5005 1.1948
O -7.6368 3.1702 1.8154
C -7.3748 4.5631 1.9514
H -3.4478 -4.3116 -0.2283
H -3.5247 -5.1198 1.2403
H -2.3227 -3.9501 1.2381
H -4.2683 -2.0926 -0.3181
H -3.3979 -1.4333 1.0404
H -5.9556 -1.4435 2.0547
H -6.3260 -1.5924 0.3261
H -4.6948 0.6395 1.1406
H -7.0770 0.6165 2.1624
H -7.5931 0.6438 0.5271
H -6.4005 2.9689 0.2168
H -5.6389 2.7154 1.8120
H -6.9547 4.9922 1.0418
H -6.7153 4.7976 2.7870
H -8.2886 5.1572 1.9355
C 4.6454 -3.2479 1.0788
O 4.0757 -2.1529 0.2858
C 4.4594 -2.2913 -1.1457
C 3.6040 -1.3934 -2.0363
N 3.5702 0.0250 -1.7253
C 4.8546 0.6579 -1.7544
C 4.6120 2.1934 -1.6328
O 4.0234 2.6101 -0.3516
C 4.2012 3.9943 -0.0587
H 4.8166 -4.1517 0.4941
H 3.9994 -3.4957 1.9210
H 5.6441 -3.0397 1.4626
H 4.2407 -3.3014 -1.4921
H 5.5079 -2.0807 -1.3563
H 2.5878 -1.7871 -2.0596
H 3.9081 -1.6178 -3.0587
H 3.0137 0.4700 -2.4411
H 5.3273 0.4369 -2.7114
H 5.5748 0.3286 -1.0054
H 3.9077 2.4081 -2.4365
H 5.5269 2.7395 -1.8628
H 3.6008 4.5022 -0.8134
H 5.2625 4.2424 -0.0749
H 3.8743 4.3542 0.9169
C -0.3680 -5.5899 -1.5214
C 0.3875 -6.8931 -1.9364
O -0.5110 -7.9358 -1.7150
C -1.3943 -7.5155 -0.7696
O -2.0937 -8.3570 -0.1886
O -1.2783 -6.2265 -0.6013
H -0.9558 -5.0965 -2.2954
H 0.2716 -4.8696 -1.0113
H 1.3468 -6.8448 -1.4212
H 0.5962 -6.8792 -3.0062
*
```


[4]
Formula: C27H64BF4N7O3
Source: the Open Molecules 2025 dataset
Level of theory: wB97M-V/def2-TZVPD

Values from the calculation:
ΔE to the lowest compared entry with this formula, charge and spin   0.3 kcal per mole
HOMO   -16.50 eV
Gap between HOMO and LUMO   10.265 eV
Total energy   -57128.0666 eV

ORCA input file:
```
! RIJCOSX wB97M-V def2-TZVPD def2/J DEFGRID3
* xyz 4 1
C -4.4157 2.3894 -13.4089
N -5.7746 2.9708 -13.6848
C -6.7252 1.8236 -13.4664
C -6.1409 3.9650 -12.6296
C -5.8697 3.7184 -15.0222
C -7.3147 4.0114 -15.4807
O -7.9621 4.9576 -14.6241
H -4.4137 1.4202 -13.8917
H -4.2822 2.2548 -12.3434
H -3.7179 3.0247 -13.9417
H -7.6834 2.2633 -13.2101
H -6.3831 1.1832 -12.6805
H -6.7980 1.3062 -14.4237
H -6.0694 3.5045 -11.6461
H -7.1329 4.2416 -12.8872
H -5.4736 4.8077 -12.6627
H -5.3247 3.1700 -15.8248
H -5.4882 4.7296 -14.8429
H -7.8820 3.0549 -15.5594
H -7.2275 4.5190 -16.4576
H -8.4659 5.4458 -15.3008
C -13.0287 1.5565 -22.2733
N -14.1553 0.9294 -23.0939
C -14.2966 1.8600 -24.2975
C -13.9060 -0.4675 -23.4989
C -15.3373 1.1278 -22.1491
C -16.7348 0.9807 -22.6986
O -16.7886 -0.3031 -23.3215
H -12.0552 1.6291 -22.7668
H -12.8280 0.9452 -21.4431
H -13.3410 2.5453 -21.9366
H -14.8890 1.3801 -25.1050
H -13.2464 1.9157 -24.6515
H -14.5926 2.8840 -23.9330
H -13.7558 -1.0460 -22.5976
H -12.9518 -0.3359 -24.0556
H -14.7824 -0.8348 -23.9937
H -15.2157 2.1525 -21.8486
H -15.1209 0.4516 -21.3164
H -16.8250 1.8239 -23.4363
H -17.4267 1.1061 -21.8435
H -17.7334 -0.4930 -23.5366
C -5.0610 -8.4830 -14.4842
N -4.9745 -8.2939 -12.9752
C -4.0402 -9.1918 -12.3886
C -4.5281 -6.9428 -12.7972
C -6.2733 -8.5616 -12.2783
C -7.5295 -7.8358 -12.8053
O -7.3737 -6.4295 -12.7077
H -5.5625 -9.3989 -14.6703
H -4.0187 -8.6763 -14.8317
H -5.5257 -7.6374 -14.9939
H -4.3794 -10.2229 -12.5476
H -3.8835 -8.9734 -11.3675
H -3.0697 -9.0599 -12.9195
H -4.2151 -6.8104 -11.7739
H -5.3898 -6.3020 -13.0351
H -3.7081 -6.7241 -13.4136
H -6.1377 -8.3782 -11.2058
H -6.4129 -9.6194 -12.3828
H -8.3458 -8.3412 -12.2522
H -7.6654 -8.2048 -13.8452
H -8.2294 -5.9877 -12.7925
C -8.6371 -11.3196 -26.4669
C -7.8447 -10.7898 -25.2749
N -7.8341 -9.3222 -25.1773
C -6.9341 -8.4845 -25.8015
C -7.3403 -7.2145 -25.5588
N -8.4524 -7.2992 -24.6715
C -8.6412 -8.5880 -24.4833
C -9.0845 -6.2682 -23.8014
H -9.6447 -10.8544 -26.5824
H -8.8629 -12.3435 -26.5361
H -8.1056 -11.0184 -27.3390
H -6.8010 -11.0278 -25.3221
H -8.1799 -11.2077 -24.3049
H -6.1786 -8.8844 -26.4501
H -6.8300 -6.2547 -25.7788
H -9.3587 -8.9728 -23.7295
H -8.9112 -5.2253 -24.1395
H -8.5939 -6.4693 -22.8253
H -10.1935 -6.4944 -23.7189
C -15.2003 -4.9544 -15.8417
C -14.1116 -5.8232 -16.4711
N -14.7254 -6.7019 -17.4921
C -15.6857 -7.6421 -17.3639
C -15.7654 -8.3323 -18.5188
N -14.7288 -7.7865 -19.3126
C -14.1232 -6.9094 -18.6506
C -14.3751 -8.2016 -20.6614
H -15.5836 -4.1283 -16.5057
H -14.8929 -4.5517 -14.8814
H -16.0279 -5.6762 -15.7053
H -13.6149 -6.4121 -15.7008
H -13.3696 -5.2624 -17.0500
H -16.2868 -7.7354 -16.4482
H -16.3239 -9.2119 -18.8570
H -13.3364 -6.2472 -18.8816
H -14.7587 -7.4884 -21.4119
H -14.5385 -9.2503 -20.7454
H -13.2791 -8.1739 -20.6187
B -11.4819 -6.2662 -20.9713
F -11.3602 -7.3131 -21.9068
F -12.6771 -5.4829 -21.2986
F -11.6554 -6.8705 -19.6565
F -10.2609 -5.5161 -20.8906
*
```